A structure of composition C8H12BaF8NO7S at a distorted geometry, computed with ωB97M-V/def2-TZVPD.

Structure (XYZ):
```
38
Properties=species:S:1:pos:R:3:lowdin_spin:R:1
Ba 20.329 -16.665 -3.726 0.925
N 21.032 -20.567 -3.068 0.001
O 20.131 -21.280 -2.642 0.004
O 21.903 -21.082 -3.702 0.004
O 20.909 -19.394 -3.015 0.051
O 25.495 -18.389 0.563 0.000
S 25.077 -19.640 -0.060 0.002
O 26.048 -20.709 -0.385 0.000
O 23.848 -20.346 0.801 0.000
C 23.290 -19.630 1.867 0.000
C 22.521 -18.422 1.443 0.001
C 24.047 -19.175 -1.483 0.003
H 24.168 -19.252 2.392 0.000
H 22.708 -20.336 2.459 0.000
H 23.099 -17.665 0.915 0.000
H 22.052 -17.936 2.299 0.000
H 21.803 -18.717 0.678 0.001
H 23.268 -18.436 -1.294 0.006
H 23.400 -20.048 -1.561 0.000
H 24.700 -18.954 -2.327 0.000
C 20.029 -25.112 -0.471 0.000
C 19.574 -23.793 0.138 0.000
C 20.667 -22.729 0.116 0.000
F 20.165 -21.511 0.316 0.000
F 21.728 -22.907 0.947 0.000
F 18.459 -23.478 -0.490 0.000
F 19.191 -23.903 1.407 0.000
O 21.035 -24.961 -1.501 0.000
C 20.624 -25.294 -2.792 0.000
C 21.813 -25.280 -3.699 0.000
F 22.824 -26.004 -3.330 0.000
F 21.548 -25.593 -4.915 0.000
F 20.085 -26.531 -2.788 0.000
F 19.659 -24.422 -3.272 0.000
H 19.179 -25.780 -0.612 0.000
H 20.604 -25.482 0.377 0.000
H 21.145 -22.739 -0.864 0.000
H 22.213 -24.281 -3.872 0.000
```

Values from the calculation:
total energy	-2115.8193	hartree
LUMO (alpha / beta)	-0.992 / -1.283	eV
highest occupied orbital energy (alpha / beta)	-0.23326 / -0.32441	Eh
F_max	8.6	eV/Å
2S+1	2
⟨S²⟩	0.750

A structure of composition C8H12BiCl2N2O3RuS at a distorted geometry, computed with ωB97M-V/def2-TZVPD.

Structure (XYZ):
```
30
Properties=species:S:1:pos:R:3:lowdin_spin:R:1
Ru -0.880 -0.966 -4.551 1.408
Bi 0.359 0.882 -2.194 0.621
Cl -2.442 -2.650 -4.359 0.566
Cl -0.364 3.269 -1.929 0.187
C 2.229 2.299 -0.843 0.134
C 0.462 -2.114 -4.946 0.032
C -0.066 0.469 -5.348 0.072
O 2.745 3.257 -0.494 0.009
O 1.297 -2.894 -5.210 0.013
O 0.447 1.382 -5.881 0.085
C -1.563 1.949 1.343 0.081
N -0.589 0.941 1.760 0.428
C 0.563 1.435 2.525 0.051
C -0.477 -0.210 1.051 0.005
S -1.231 -0.394 -0.522 0.639
N 0.168 -1.254 1.605 0.351
C 0.127 -1.446 3.062 0.047
C 0.389 -2.462 0.813 0.063
H -1.676 2.647 2.179 0.012
H -2.522 1.457 1.144 0.015
H -1.223 2.491 0.447 0.038
H 0.659 0.899 3.475 0.026
H 1.504 1.367 1.961 0.020
H 0.368 2.486 2.759 0.002
H -0.149 -2.487 3.273 0.016
H 1.116 -1.261 3.501 0.022
H -0.612 -0.773 3.511 0.005
H -0.563 -2.923 0.507 0.032
H 0.981 -2.234 -0.083 0.014
H 0.942 -3.163 1.444 0.006
```

Values from the calculation:
ΔE to the lowest compared entry with this formula, charge and spin	0.0	kJ/mol
total energy	-2273.3656	hartree
LUMO (alpha / beta)	-15.895 / -19.526	eV
highest occupied orbital energy (alpha / beta)	-0.79476 / -0.85173	Eh
F_max	9.2	eV/Å
2S+1	6
⟨S²⟩	8.840
total charge	+4

The ion C8H12Br2NO3 with charge +1 at a distorted geometry, computed with ωB97M-V/def2-TZVPD.

Structure (XYZ):
```
26
Properties=species:S:1:pos:R:3:lowdin_spin:R:1
C 1.360 0.503 0.043 0.554
C -1.118 0.502 -0.467 0.005
C 2.831 -1.396 -0.744 0.037
C 0.523 -1.224 -1.677 0.060
C 2.592 -0.330 0.384 0.127
C 0.078 -0.290 -0.170 0.128
C -3.534 1.510 2.012 0.000
C -2.714 1.935 0.818 0.000
N 1.563 -2.180 -1.232 0.003
O 1.388 1.636 -0.358 0.950
O -1.605 0.513 -1.571 0.004
O -1.501 1.053 0.707 -0.001
Br 4.206 0.819 0.396 -0.002
Br -0.134 -1.328 1.582 0.104
H 3.072 -0.811 -1.673 0.001
H 3.667 -2.079 -0.463 0.006
H -0.395 -1.679 -1.946 0.006
H 0.854 -0.462 -2.336 0.002
H 2.519 -0.702 1.384 0.015
H -2.985 1.620 2.929 0.000
H -4.193 2.372 2.010 0.000
H -4.042 0.604 1.803 0.000
H -2.315 2.936 0.953 0.000
H -3.360 1.907 -0.116 0.000
H 1.969 -2.766 -1.877 0.001
H 1.273 -2.664 -0.391 0.001
```

Values from the calculation:
total energy	-5740.0909	hartree
LUMO (alpha / beta)	-3.808 / -6.859	eV
highest occupied orbital energy (alpha / beta)	-0.38278 / -0.51359	Eh
F_max	6.6	eV/Å
2S+1	3
⟨S²⟩	2.008
total charge	+1

A structure of composition C8H12Br3FN2OPS at a distorted geometry, computed with ωB97M-V/def2-TZVPD.

Structure (XYZ):
```
29
Properties=species:S:1:pos:R:3:nbo_charge:R:1
C 2.045 1.412 -1.772 -0.651
C 0.826 0.542 -1.428 0.153
F -0.154 0.609 -2.397 -0.341
C 0.238 0.833 -0.064 0.050
C 0.296 -0.098 0.964 -0.324
P 0.993 -1.817 0.921 1.118
C 2.766 -1.523 0.548 -0.984
O 0.316 -2.366 -0.471 -0.974
C -0.214 0.320 2.193 0.098
N -0.727 1.525 2.336 -0.230
N -0.865 2.430 1.386 -0.150
C -0.397 2.087 0.203 0.054
S -0.572 3.352 -1.021 0.095
H 2.325 2.021 -0.911 0.220
H 1.755 2.116 -2.548 0.260
H 2.886 0.799 -2.079 0.235
H 1.158 -0.494 -1.408 0.205
H 3.318 -1.617 1.481 0.263
H 2.999 -0.580 0.056 0.233
H 3.080 -2.352 -0.090 0.257
H 0.760 -3.165 -0.778 0.512
H -0.196 -0.328 3.060 0.262
H -1.073 1.819 3.243 0.443
H -1.319 2.637 -1.875 0.175
C -4.143 -1.602 0.179 -0.492
Br -3.579 -3.374 0.634 0.119
Br -2.616 -0.399 0.139 0.026
Br -5.112 -1.537 -1.466 0.135
H -4.796 -1.250 0.965 0.231
```

Values from the calculation:
total energy	-9057.9562	hartree
LUMO	-5.039	eV
highest occupied orbital energy	-0.45682	Eh
F_max	1.3	eV/Å
total charge	+1